[1]
Here is a molecular structure, C6H9IOS in a non-equilibrium geometry from the Open Molecules 2025 dataset. Energies are from ωB97M-V with the def2-TZVPD basis set.

E_HOMO (spin up / spin down)   -9.012 / -8.714 eV
Kohn-Sham gap (spin up / spin down)   7.202 / 8.481 eV

XYZ file:
```
18
C6H9IOS, DFT ωB97M-V with the def2-TZVPD basis set
C 1.36123 1.92645 -0.46777
C 1.30866 0.61879 0.09982
C 0.01952 0.40785 0.82802
C 0.13968 0.84532 -2.68125
C 0.23201 0.02727 2.28377
C -0.88374 -0.51368 -0.03342
O 2.02001 2.63129 -1.12088
S -0.39866 2.17299 0.36762
I 3.01246 -0.61075 0.22576
H -0.52826 1.34239 -2.09393
H -0.24382 -0.13611 -3.11221
H 0.92901 1.36356 -3.17654
H -0.81272 -0.32214 2.73126
H 0.54420 0.91161 2.87706
H 0.92604 -0.88036 2.56316
H -0.56477 -0.45423 -1.08262
H -1.95823 -0.21953 0.03662
H -0.69209 -1.49848 0.32815
```

natural (NBO) atomic charge list, values in e, 5 entries: atom 1 (C): 0.421, atom 2 (C): -0.134, atom 3 (C): -0.235, atom 4 (C): -0.474, atom 5 (C): -0.647

=====

[2]
Here is a molecular structure, C6H9LiO5Pb in a non-equilibrium geometry from the Open Molecules 2025 dataset. Energies are from ωB97M-V with the def2-TZVPD basis set.

E_HOMO (spin up / spin down)   -6.216 / -6.216 eV
Kohn-Sham gap (spin up / spin down)   6.002 / 6.002 eV

XYZ file:
```
22
C6H9LiO5Pb, DFT ωB97M-V with the def2-TZVPD basis set
O 2.36943 0.80216 -0.51225
C 2.56935 -0.04492 0.52165
C 2.55537 -1.43033 -0.17887
O 1.30699 -1.58475 -0.76576
Pb 0.68958 0.21791 -1.37343
H 2.55763 -0.47038 1.55375
H 3.39156 -1.55858 -0.89698
O -2.14982 -0.71724 0.33539
C -1.48666 -0.09802 1.38054
C -0.50351 0.84300 1.14815
O -0.54378 1.53046 -0.12808
C -1.84701 1.45814 -0.71005
C -2.12784 -0.02731 -0.93922
O -1.12922 -0.55911 -1.69611
Li -0.41226 -2.18339 -0.88502
H -2.12418 0.02273 2.25933
H -0.14088 1.50761 1.93206
H -1.79301 1.98086 -1.67209
H -2.57958 1.93426 -0.04487
H -3.13025 -0.17918 -1.37309
H 1.76317 0.73749 1.43391
H 2.76490 -2.18144 0.61104
```

Löwdin atomic charge list, values in e, 5 entries: atom 1 (O): -0.408, atom 2 (C): -0.379, atom 3 (C): -0.325, atom 4 (O): -0.506, atom 5 (Pb): 1.295

=====

[3]
Here is a molecular structure, C6H9MnN13O6P2 from the Open Molecules 2025 dataset. Energies are from ωB97M-V with the def2-TZVPD basis set.

Multiplicity   2
Net charge   -2
E_HOMO (spin up / spin down)   -2.662 / -2.352 eV
Kohn-Sham gap (spin up / spin down)   7.165 / 6.855 eV

XYZ file:
```
37
C6H9MnN13O6P2, DFT ωB97M-V with the def2-TZVPD basis set
Mn -0.93752 0.76930 -0.07096
N 0.66400 -2.67456 0.40160
C -0.55839 -2.64816 1.27742
C -0.63057 -4.01035 1.96117
P -0.20204 -1.30332 2.49117
O -1.37480 -1.52316 3.55789
O 1.12376 -1.64091 3.07096
O -0.41879 -0.01439 1.74438
P -2.11583 -2.24410 0.40407
O -2.21497 -3.47984 -0.66209
O -3.15148 -2.34471 1.46637
O -1.95978 -1.01623 -0.44060
H 1.46503 -2.77458 1.03535
H 0.89765 -1.81643 -0.18972
H 0.62924 -3.46116 -0.24486
H 0.25237 -4.16186 2.58640
H -0.70764 -4.81327 1.22140
H -1.51309 -4.05037 2.59408
H -2.22900 -1.59740 3.08153
H -2.34963 -3.08384 -1.53266
N -0.98096 0.81027 -3.52822
C -1.94979 1.53685 -2.86056
N -2.90294 2.20574 -3.48438
N -3.61775 2.75384 -2.47157
N -3.11276 2.43005 -1.33405
N -2.03247 1.63975 -1.54439
C 0.02861 0.11954 -2.90884
N 0.90917 -0.63942 -3.56186
N 1.64898 -1.19067 -2.59273
N 1.24590 -0.76337 -1.43693
N 0.21236 0.08005 -1.60115
H -1.01422 0.80083 -4.53004
N 0.05256 2.44524 0.36733
C 0.75444 3.32795 0.64248
N 1.63132 4.25024 0.89949
C 1.36904 5.19327 1.78266
N 1.24909 6.07157 2.53467
```

natural (NBO) atomic charge list, values in e, 5 entries: atom 1 (Mn): 1.157, atom 2 (N): -0.724, atom 3 (C): -0.670, atom 4 (C): -0.632, atom 5 (P): 2.416

=====

[4]
Here is C6H9N in the gas phase in a non-equilibrium geometry from the Open Molecules 2025 dataset. Energies are from ωB97M-V with the def2-TZVPD basis set.

E_HOMO   -8.065 eV
Kohn-Sham gap   8.460 eV

XYZ file:
```
16
C6H9N, DFT ωB97M-V with the def2-TZVPD basis set
C -0.96151 -0.51971 -0.87882
C -1.26658 0.52077 1.59268
C -0.76217 1.74879 0.87241
C 0.28919 1.45066 0.09889
C 0.26196 -0.06617 0.05266
C 1.44890 -0.89726 -0.37064
N -0.26018 -0.32983 1.40332
H -1.29356 -1.53485 -0.61510
H -1.88105 0.09244 -0.87221
H -0.59054 -0.51684 -1.89697
H -1.23244 2.70457 1.06053
H 1.01883 2.10500 -0.38285
H 1.15630 -1.95361 -0.31938
H 1.66106 -0.66518 -1.41763
H 2.35222 -0.75321 0.22556
H -0.32293 -1.30219 1.68306
```

natural (NBO) atomic charge list, values in e, 5 entries: atom 1 (C): -0.599, atom 2 (C): 0.076, atom 3 (C): -0.308, atom 4 (C): -0.157, atom 5 (C): 0.056

=====

[5]
Here is a molecular structure, C6H9N from the Open Molecules 2025 dataset. Energies are from ωB97M-V with the def2-TZVPD basis set.

E_HOMO   -8.684 eV
Kohn-Sham gap   9.723 eV

XYZ file:
```
16
C6H9N, DFT ωB97M-V with the def2-TZVPD basis set
C 0.39324 -1.94635 0.42614
C 0.13805 -0.67130 -0.32534
C -0.00542 0.60536 0.23639
C 0.13705 0.93391 1.69770
C -0.32365 1.47876 -0.80494
C -0.33976 0.72330 -1.98124
N -0.00133 -0.64523 -1.67292
H 1.29371 -1.85444 1.04636
H 0.53813 -2.78612 -0.25869
H -0.43333 -2.19368 1.10517
H -0.04261 1.99639 1.89095
H 1.14450 0.69735 2.06274
H -0.56618 0.35981 2.31381
H -0.50812 2.54464 -0.71870
H -0.27161 1.05311 -3.01308
H -1.15268 -0.29550 -2.00436
```

natural (NBO) atomic charge list, values in e, 5 entries: atom 1 (C): -0.642, atom 2 (C): 0.121, atom 3 (C): -0.051, atom 4 (C): -0.637, atom 5 (C): -0.263

=====

[6]
Here is C6H9N in the gas phase in a non-equilibrium geometry from the Open Molecules 2025 dataset. Energies are from ωB97M-V with the def2-TZVPD basis set.

E_HOMO   -8.222 eV
Kohn-Sham gap   9.089 eV
Structure (SMILES)   Cc1cc[nH]c1C

XYZ file:
```
16
C6H9N, DFT ωB97M-V with the def2-TZVPD basis set
C -0.94854 -1.74092 0.37890
C 0.13845 -0.73857 0.07945
C 1.65597 -0.95890 0.25679
C 2.18093 0.23276 -0.11806
N 1.19498 1.17925 -0.20204
C -0.04815 0.62710 -0.09877
C -1.29057 1.43355 -0.12024
H -0.63983 -2.75449 0.10605
H -1.88312 -1.52457 -0.14981
H -1.17739 -1.75435 1.44880
H 1.19970 -1.63094 -0.64344
H 3.21838 0.49039 -0.20192
H 1.35989 2.16442 -0.36197
H -2.10283 0.92941 -0.64485
H -1.17649 2.40216 -0.60753
H -1.68140 1.64370 0.87865
```

natural (NBO) atomic charge list, values in e, 5 entries: atom 1 (C): -0.633, atom 2 (C): -0.105, atom 3 (C): -0.444, atom 4 (C): -0.043, atom 5 (N): -0.475

=====

Energy above the lowest of the compared OMol25 structures with the same formula, charge and spin list, top to bottom, in kJ/mol: 268.18 475.79 5.10 346.98 200.11 298.47